Here is a cluster of 2 separate species, C6H12O2 in total from OMol25. Energies are from the ωB97M-V functional and the def2-TZVPD basis.

## Properties
E_tot	-386.2209	a.u.
highest occupied orbital energy	-0.3523	Ha
energy relative to the best compared isomer or geometry (same formula, charge and spin)	62.29	kcal/mol
SMILES	C=CCO.C=CCO

Atoms and positions in Å:
C  2.341  2.270  0.809
C  1.191  1.617  0.896
C  1.007  0.345  1.680
O  -0.238  0.307  2.350
H  2.474  3.174  0.232
H  3.224  1.915  1.331
H  0.309  2.015  0.404
H  1.110  -0.514  1.009
H  1.784  0.281  2.441
H  -0.922  0.111  1.693
C  0.016  -2.029  -1.955
C  -0.568  -0.914  -1.537
C  -2.017  -0.846  -1.174
O  -2.124  -0.436  0.198
H  1.065  -2.055  -2.209
H  -0.570  -2.936  -2.048
H  -0.018  0.013  -1.431
H  -2.534  -0.122  -1.811
H  -2.474  -1.829  -1.308
H  -3.056  -0.369  0.428

***

Here is the molecule C6H12O2 in a non-equilibrium geometry from OMol25. Energies are from the ωB97M-V functional and the def2-TZVPD basis.

## Properties
E_tot	-386.1632	a.u.
highest occupied orbital energy (alpha / beta)	-0.2536 / -0.2408	Ha
energy relative to the best compared isomer or geometry (same formula, charge and spin)	98.48	kcal/mol

Atoms and positions in Å:
C  0.527  -0.484  0.791
C  -0.102  -0.457  -1.538
C  -0.547  -0.936  2.818
C  1.316  0.696  1.267
C  0.509  0.839  -2.071
C  -1.561  -0.265  -1.143
O  0.690  -1.008  -0.462
O  -0.264  -1.149  1.564
H  -0.025  -1.232  -2.308
H  -0.105  -0.140  3.384
H  -1.200  -1.651  3.274
H  0.659  1.517  1.579
H  1.971  1.043  0.474
H  1.923  0.417  2.130
H  1.572  0.702  -2.246
H  0.032  1.109  -3.009
H  0.368  1.651  -1.363
H  -1.962  -1.186  -0.724
H  -2.145  0.007  -2.018
H  -1.655  0.526  -0.400

***

Here is the molecule C6H12O2 in a non-equilibrium geometry from OMol25. Energies are from the ωB97M-V functional and the def2-TZVPD basis.

## Properties
E_tot	-386.1604	a.u.
highest occupied orbital energy	-0.3194	Ha
energy relative to the best compared isomer or geometry (same formula, charge and spin)	100.28	kcal/mol
SMILES	C/C(O)=C\C(C)(C)O

Atoms and positions in Å:
C  0.487  2.095  0.580
C  1.188  0.826  0.358
O  2.884  0.846  0.875
C  1.193  -0.418  0.112
C  -0.536  -0.949  -0.187
C  -0.707  -1.023  -1.688
C  -1.662  -0.202  0.503
O  -0.472  -2.265  0.310
H  -0.160  2.348  -0.264
H  1.237  2.884  0.680
H  -0.084  2.080  1.511
H  3.443  0.528  0.149
H  1.814  -1.283  -0.030
H  -0.730  -0.026  -2.133
H  -1.644  -1.535  -1.943
H  0.100  -1.598  -2.149
H  -2.591  -0.782  0.434
H  -1.457  -0.061  1.569
H  -1.867  0.762  0.036
H  -0.435  -2.228  1.277

***

Here is a cluster of 2 separate species, C6H12O2S2 in total in a non-equilibrium geometry from OMol25. Energies are from the ωB97M-V functional and the def2-TZVPD basis.

## Properties
E_tot	-1182.4864	a.u.
highest occupied orbital energy (alpha / beta)	-0.2554 / -0.2762	Ha
energy relative to the best compared isomer or geometry (same formula, charge and spin)	136.99	kcal/mol

Atoms and positions in Å:
C  -1.912  1.797  -0.597
C  -2.268  0.314  -0.750
C  -0.120  0.204  0.508
C  -0.481  -0.380  1.762
C  2.556  -1.447  -0.408
C  2.349  -0.030  -0.249
O  -0.978  -2.015  -0.255
O  2.052  0.794  -1.265
S  -0.323  1.968  0.364
S  -0.718  -0.723  -0.916
H  -1.940  2.357  -1.546
H  -2.678  2.436  0.052
H  -2.792  -0.171  0.211
H  -2.774  0.169  -1.689
H  -1.525  -0.255  2.054
H  0.034  0.025  2.663
H  -0.264  -1.495  1.569
H  3.630  -1.853  -0.341
H  2.139  -1.686  -1.441
H  1.936  -2.073  0.279
H  2.319  0.458  0.768
H  1.760  1.605  -0.774

***

> Which formula does entry 4 have?

C6H12O2S2

***

Copy entry 1 word for word.
Here is a cluster of 2 separate species, C6H12O2 in total from OMol25. Energies are from the ωB97M-V functional and the def2-TZVPD basis.

## Properties
E_tot	-386.2209	a.u.
highest occupied orbital energy	-0.3523	Ha
energy relative to the best compared isomer or geometry (same formula, charge and spin)	62.29	kcal/mol
SMILES	C=CCO.C=CCO

Atoms and positions in Å:
C  2.341  2.270  0.809
C  1.191  1.617  0.896
C  1.007  0.345  1.680
O  -0.238  0.307  2.350
H  2.474  3.174  0.232
H  3.224  1.915  1.331
H  0.309  2.015  0.404
H  1.110  -0.514  1.009
H  1.784  0.281  2.441
H  -0.922  0.111  1.693
C  0.016  -2.029  -1.955
C  -0.568  -0.914  -1.537
C  -2.017  -0.846  -1.174
O  -2.124  -0.436  0.198
H  1.065  -2.055  -2.209
H  -0.570  -2.936  -2.048
H  -0.018  0.013  -1.431
H  -2.534  -0.122  -1.811
H  -2.474  -1.829  -1.308
H  -3.056  -0.369  0.428